No. 1
Computed, not measured: a molecular structure, C55H51BN5O5RbS at a distorted geometry, with ωB97M-V/def2-TZVPD.

Properties
**E_tot**: -87716.8562 eV
**Kohn-Sham gap**: 3.75 eV
**Total charge**: -2
**Relative energy (zero: lowest compared OMol25 entry of this formula, charge and spin)**: 36.0 kJ/mol
**M**: 990.4 g mol⁻¹
**HOMO level**: -0.070 eV

XYZ file:
```
119
C55H51BN5O5RbS | the OMol25 dataset | ωB97M-V/def2-TZVPD
Rb -0.389 0.543 -1.191
S 2.430 2.087 -0.719
O 5.226 0.950 -2.827
O 4.570 -1.132 -2.056
O -2.171 2.627 -1.533
O -0.237 0.097 2.093
O 0.472 -2.407 1.140
N 3.443 0.949 1.554
N 0.214 -3.193 -1.706
N -0.334 -2.226 -2.492
N 4.638 -3.763 1.759
N -3.319 0.384 0.360
C -5.671 6.093 -1.774
C -2.878 2.358 -3.763
C 5.231 0.097 -3.949
C -4.093 4.510 -0.868
C 5.273 -5.796 0.635
C -0.765 4.093 2.568
C 3.578 1.226 0.196
C 4.823 -1.194 -3.488
C -3.581 0.083 1.623
C -4.298 3.708 -1.997
C -2.487 1.419 -5.951
C -5.195 4.105 -2.973
C 3.119 -5.639 1.667
C -1.887 4.637 3.220
C 5.733 -0.176 0.462
C -0.663 2.694 2.485
C -1.697 -0.112 5.410
C 5.743 0.309 -5.196
C -2.330 3.540 -4.315
C -5.580 1.262 0.156
C -1.379 -0.471 6.713
C 0.971 -3.954 2.923
C -2.821 2.464 3.543
C 3.470 -4.285 2.087
C -1.277 0.348 2.985
C 0.199 -4.377 -2.394
C -4.907 0.259 2.188
C -3.032 1.348 -4.695
C -5.892 0.838 1.406
C 4.779 -2.275 -4.383
C 0.981 -0.585 5.975
C -0.596 -2.745 -3.736
C 4.908 0.796 -0.304
C 5.382 -0.415 1.788
C -2.514 -0.544 2.516
C 0.401 -3.801 1.518
C -2.920 3.845 3.743
C 5.756 -0.850 -6.074
C -1.611 1.857 3.001
C 5.272 -2.081 -5.668
C 2.499 -3.549 3.027
C -1.806 2.573 -6.323
C -0.762 -0.043 4.371
C -0.343 -4.112 -3.707
C -1.647 3.653 -5.459
C 4.030 -6.403 0.921
C -5.854 5.281 -2.871
C 5.499 -4.470 1.066
C -4.063 1.140 -1.774
C -4.791 5.691 -0.746
C 4.179 0.079 2.304
C -0.030 -0.809 7.010
C -4.301 0.904 -0.395
C 0.620 -0.294 4.651
C -3.294 2.437 -2.194
B 4.791 0.200 -1.702
H 0.205 -1.218 7.943
H 5.577 -2.966 -6.249
H 6.477 -4.070 0.789
H 6.342 -0.677 -7.000
H 0.470 -2.529 0.146
H -5.067 1.004 -2.232
H -6.860 1.017 1.847
H -3.480 4.263 -0.029
H -6.499 5.552 -3.683
H 0.413 -3.323 3.668
H -3.381 0.335 -2.221
H 2.540 1.200 1.912
H 5.444 1.759 -0.465
H 2.593 -2.444 2.762
H -2.701 0.245 5.245
H -3.474 0.364 -4.399
H 0.591 -5.266 -1.905
H 3.870 -0.134 3.328
H -0.096 -0.927 2.082
H -0.580 -4.789 -4.536
H -0.821 -2.124 -4.574
H -0.619 -4.147 1.526
H 0.006 4.718 2.202
H -3.715 4.344 4.301
H 2.057 -0.650 6.263
H 6.171 1.202 -5.528
H 6.057 -6.264 0.079
H -4.474 6.488 -0.001
H 0.976 -4.425 0.726
H -2.998 -0.951 3.401
H -1.572 2.699 -7.378
H -6.335 1.743 -0.475
H 0.747 -5.006 3.199
H 0.272 2.242 2.170
H 1.374 -0.259 3.882
H -2.105 -1.385 1.864
H -5.320 3.373 -3.823
H -2.223 4.335 -3.618
H 3.815 -7.415 0.637
H 2.209 -6.021 2.082
H 6.611 -0.661 0.001
H 4.519 -3.291 -4.036
H -2.064 5.671 3.126
H -6.102 7.050 -1.682
H -3.632 1.804 4.005
H -0.990 4.440 -5.652
H 6.023 -1.068 2.393
H -2.629 0.615 -6.683
H 2.816 -3.738 4.065
H -5.084 -0.060 3.178
H -2.165 -0.443 7.506
```

No. 2
Computed, not measured: a molecular structure, C55H51N3OP3RuS2 at a distorted geometry, with ωB97M-V/def2-TZVPD.

Properties
**E_tot**: -116474.5153 eV
**2S+1**: 5
**Kohn-Sham gap (alpha / beta)**: 6.30 / 1.98 eV
**<S²>**: 6.05
**Total charge**: +3
**Relative energy (zero: lowest compared OMol25 entry of this formula, charge and spin)**: 172.3 kJ/mol
**M**: 1028.2 g mol⁻¹
**HOMO level (alpha / beta)**: -13.242 / -13.384 eV

XYZ file:
```
116
C55H51N3OP3RuS2 | the OMol25 dataset | ωB97M-V/def2-TZVPD
Ru 1.639 0.420 0.560
S -3.977 5.958 -1.046
S -5.013 -5.357 -2.476
P -0.588 0.519 -0.275
P 2.842 -1.586 0.594
P 0.992 2.641 0.303
O -5.682 -6.757 -0.300
N 4.399 -0.857 0.488
N 3.510 1.063 1.392
N -0.378 2.206 -0.608
C 3.311 3.883 -0.777
C -4.056 -0.537 1.612
C 0.455 4.227 2.506
C 1.735 -2.494 4.975
C 4.425 3.854 -1.606
C -2.017 0.478 0.840
C -2.468 -4.605 -2.013
C 0.454 6.606 1.062
C 4.433 -5.166 -0.416
C 2.648 -2.109 2.313
C 2.915 -1.760 4.696
C 2.323 2.912 -0.911
C -1.584 -3.796 0.078
C 0.466 -3.120 1.579
C 2.675 -3.352 -1.579
C -4.193 0.458 2.569
C -2.431 0.033 -2.364
C -0.586 -1.533 -3.751
C -2.138 1.455 1.830
C 0.219 5.430 3.154
C 0.693 4.213 1.131
C 3.620 1.844 -2.653
C -1.414 -4.108 -1.272
C 5.897 0.820 1.376
C 4.611 0.358 1.071
C -1.846 -1.300 -4.283
C 3.665 2.184 2.132
C -2.264 3.797 -0.898
C 1.046 -3.103 3.986
C 0.701 5.409 0.408
C -0.248 -0.978 -2.527
C 4.078 -4.017 0.272
C -3.718 -4.808 -1.426
C -7.458 -6.570 -1.940
C 3.195 -3.108 -0.312
C 6.032 1.966 2.122
C 3.032 -4.505 -2.261
C -2.766 -0.525 -3.587
C 3.909 -5.410 -1.679
C -6.118 -6.361 -1.332
C 2.495 1.874 -1.843
C -3.228 1.452 2.683
C 3.302 -1.528 3.370
C -2.971 -0.531 0.748
C -2.838 -4.004 0.665
C -0.485 -3.371 0.882
C -1.084 3.057 -1.551
C 0.212 6.616 2.432
C -1.163 -0.192 -1.828
C -3.893 -4.505 -0.074
C -2.852 4.822 -1.883
C -5.568 5.179 -1.258
C 1.553 -3.124 2.571
C 4.582 2.838 -2.539
C 4.887 2.653 2.532
H 0.917 5.402 -0.654
H -2.326 -4.872 -3.053
H 6.756 0.248 1.052
H 0.047 5.442 4.223
H -7.817 -5.666 -2.426
H 1.700 1.150 -2.013
H -5.559 4.206 -0.761
H -1.381 2.224 1.919
H 4.952 3.534 3.154
H -3.389 4.352 -2.706
H 4.150 -0.879 3.199
H 2.628 -4.698 -3.246
H -3.330 2.221 3.439
H 3.220 4.658 -0.028
H -5.773 5.065 -2.325
H 0.723 -1.153 -2.081
H 5.115 -5.876 0.033
H 2.762 2.702 2.420
H -2.977 -3.781 1.715
H 4.482 -3.830 1.262
H -2.059 5.459 -2.284
H -1.905 4.308 -0.002
H -3.165 0.616 -1.819
H 0.462 7.533 0.503
H 1.382 -2.546 5.996
H -4.802 -1.318 1.538
H 3.739 1.054 -3.384
H 3.476 -1.306 5.502
H -3.749 -0.348 -4.006
H 0.126 -2.143 -4.292
H 2.016 -4.123 2.427
H -6.309 5.831 -0.798
H -8.156 -6.904 -1.175
H 5.211 -1.427 0.308
H 0.022 7.554 2.937
H -2.118 -1.733 -5.237
H 0.463 3.299 3.068
H 7.018 2.310 2.408
H 0.139 -3.660 4.183
H -4.844 -4.667 0.410
H -5.049 0.458 3.231
H 4.186 -6.309 -2.213
H -2.872 -1.304 -0.001
H -0.371 3.780 -1.957
H 5.449 2.825 -3.187
H 1.997 -2.640 -2.031
H -0.438 -3.993 -1.729
H -7.385 -7.352 -2.700
H -3.025 3.077 -0.588
H 5.175 4.630 -1.520
H -1.439 2.443 -2.380
```